Molecular formula: C6H14AuClO2Rh
Method: DFT, the ωB97M-V functional and the def2-TZVPD basis

Summary:
Spin multiplicity ... 7
⟨S²⟩ ... 12.026
Relative energy (zero: lowest compared OMol25 entry of this formula, charge and spin) ... 41.8 kcal per mole
Orbital gap (alpha / beta) ... 3.514 / 4.462 eV
Max |F| ... 2.8 eV/A
Net charge ... -1
LUMO (alpha / beta) ... 2.9 / 0.2 eV

Each line ends with the natural charge from an NBO analysis.
Geometry (Å):
Rh -2.574 1.179 -2.142  1.18
Cl -4.413 0.876 -0.908  -0.50
C -1.483 -0.389 -2.955  -1.04
C -1.448 2.859 -1.700  -0.99
H -1.318 -0.137 -4.016  0.19
H -0.499 -0.642 -2.527  0.23
H -2.064 -1.332 -2.896  0.21
H -1.350 3.356 -2.661  0.17
H -0.479 2.647 -1.270  0.23
H -1.996 3.463 -0.969  0.22
Au 0.244 0.503 1.073  -0.09
C 0.301 0.657 3.202  -1.05
C 1.905 -0.378 -0.545  -0.53
H 1.293 1.159 3.261  0.20
H -0.491 1.321 3.603  0.19
H 0.320 -0.333 3.711  0.18
H 2.278 0.667 -0.752  0.22
H 1.966 -1.096 -1.431  0.19
C 0.701 -2.645 1.605  -0.26
O 2.057 -1.981 1.510  -0.55
C 2.457 -0.895 0.756  0.66
O 3.531 -0.316 1.060  -0.64
H 0.529 -2.872 2.652  0.19
H 0.698 -3.594 1.086  0.17
H -0.166 -2.077 1.254  0.22

***

Molecular formula: C4H9FO
Method: DFT, the ωB97M-V functional and the def2-TZVPD basis

Summary:
SMILES string ... CC[C@@H](O)CF
Relative energy (zero: lowest compared OMol25 entry of this formula, charge and spin) ... 13.6 kcal per mole
Orbital gap ... 11.644 eV
Max |F| ... 3.4 eV/A
Net charge ... 0
LUMO ... 1.1 eV

Each line ends with the natural charge from an NBO analysis.
Geometry (Å):
C -1.726 -0.564 -0.340  -0.61
C -0.965 0.499 0.346  -0.42
C 0.491 0.372 -0.204  0.05
O 1.003 1.754 -0.115  -0.72
C 1.420 -0.571 0.469  0.01
F 2.589 -0.560 -0.324  -0.39
H -1.539 -1.504 0.170  0.20
H -1.340 -0.822 -1.370  0.21
H -2.798 -0.397 -0.297  0.22
H -1.008 0.515 1.396  0.21
H -1.285 1.447 0.047  0.22
H 0.426 0.202 -1.292  0.18
H 1.898 1.509 -0.478  0.47
H 1.115 -1.649 0.520  0.18
H 1.717 -0.229 1.472  0.19

***

Molecular formula: C5H8O2
Method: DFT, the ωB97M-V functional and the def2-TZVPD basis

Summary:
Relative energy (zero: lowest compared OMol25 entry of this formula, charge and spin) ... 86.6 kcal per mole
Orbital gap ... 9.704 eV
Max |F| ... 5.5 eV/A
Net charge ... 0
LUMO ... 0.7 eV

Each line ends with the natural charge from an NBO analysis.
Geometry (Å):
C 1.549 -0.930 -0.064  -0.16
C 1.470 0.179 -0.694  -0.26
C 0.455 -0.867 0.996  -0.50
C 0.229 0.761 0.001  0.31
C -1.003 0.611 -0.844  -0.13
O 0.224 1.914 0.801  -0.69
O -2.095 0.627 0.078  -0.73
H 2.117 -1.800 -0.376  0.19
H 2.083 0.862 -1.267  0.22
H -0.336 -1.624 0.766  0.19
H 0.877 -0.659 1.976  0.23
H -1.021 -0.307 -1.326  0.19
H -1.109 1.500 -1.437  0.19
H -0.738 1.983 0.949  0.49
H -2.208 -0.391 0.341  0.48

***

Molecular formula: C2H40O20V
Method: DFT, the ωB97M-V functional and the def2-TZVPD basis

Summary:
Spin multiplicity ... 4
⟨S²⟩ ... 3.754
Relative energy (zero: lowest compared OMol25 entry of this formula, charge and spin) ... 0.0 kcal per mole
Orbital gap (alpha / beta) ... 7.145 / 8.760 eV
Max |F| ... 3.0 eV/A
Net charge ... 0
LUMO (alpha / beta) ... -0.7 / -0.7 eV

Each line ends with the natural charge from an NBO analysis.
Geometry (Å):
V -0.667 -1.852 1.499  1.26
O -1.218 0.139 1.348  -0.98
C 0.043 0.634 0.917  -0.12
C 0.634 -0.258 -0.208  -0.12
O 1.012 -1.539 0.240  -0.95
H 0.717 0.644 1.760  0.13
H -0.316 1.617 0.506  0.19
H 1.570 0.210 -0.631  0.17
H -0.109 -0.453 -0.997  0.20
O -2.417 -2.587 2.726  -0.97
H -2.860 -3.385 2.378  0.49
H -2.999 -1.786 2.706  0.53
O 0.673 -1.343 3.182  -0.92
H 0.329 -1.357 4.049  0.50
H 1.278 -0.644 2.985  0.51
O -1.034 1.518 3.761  -0.95
H -0.131 1.733 3.923  0.45
H -0.967 1.116 2.924  0.48
O -0.257 -0.833 -3.716  -0.99
H -1.164 -0.923 -3.480  0.51
H -0.025 -1.089 -4.603  0.48
O -1.417 4.263 -1.264  -0.94
H -1.045 5.159 -1.435  0.46
H -1.177 4.215 -0.355  0.48
O 1.425 3.161 -0.401  -0.97
H 1.926 3.246 -1.208  0.46
H 1.909 2.597 0.165  0.49
O 3.101 -1.261 1.733  -1.01
H 3.946 -1.022 1.362  0.47
H 2.461 -1.312 0.998  0.50
O -0.144 1.914 -2.381  -0.97
H -0.013 2.418 -1.587  0.49
H 0.728 1.480 -2.441  0.47
O 2.556 1.017 -3.176  -0.93
H 2.560 1.933 -3.154  0.47
H 2.320 0.857 -4.075  0.49
O 3.061 1.729 1.119  -0.95
H 3.858 1.490 0.604  0.49
H 2.622 0.909 1.243  0.48
O -3.612 -0.150 2.461  -0.96
H -2.814 0.107 2.002  0.51
H -3.536 0.304 3.352  0.49
O -2.466 0.598 -0.868  -0.99
H -1.950 0.507 -0.060  0.49
H -1.888 0.941 -1.538  0.50
O 0.136 -3.894 1.477  -0.93
H -0.138 -4.557 0.805  0.49
H 1.099 -3.776 1.367  0.52
O 1.218 -2.552 -2.032  -1.04
H 1.036 -2.155 -1.167  0.48
H 0.765 -2.022 -2.711  0.49
O -2.779 -1.160 -2.775  -0.96
H -2.581 -2.068 -2.561  0.45
H -2.839 -0.682 -1.947  0.51
O -1.751 3.465 1.489  -0.94
H -1.191 3.910 2.136  0.48
H -1.387 2.650 1.226  0.47
O 3.813 -1.145 -1.996  -0.99
H 3.222 -0.430 -2.262  0.48
H 3.115 -1.817 -1.865  0.49
O -1.868 -2.583 -0.329  -0.93
H -1.543 -3.230 -0.959  0.50
H -2.835 -2.622 -0.291  0.50

***

Molecular formula: C34H20BrCl5N3OTi
Method: DFT, the ωB97M-V functional and the def2-TZVPD basis

Summary:
Spin multiplicity ... 3
⟨S²⟩ ... 2.074
Relative energy (zero: lowest compared OMol25 entry of this formula, charge and spin) ... 780.7 kcal per mole
Orbital gap (alpha / beta) ... 5.327 / 4.762 eV
Max |F| ... 18.9 eV/A
Net charge ... -1
LUMO (alpha / beta) ... 2.3 / 0.8 eV

Each line ends with the Mulliken charge.
Geometry (Å):
Ti -0.027 0.852 -0.957  0.36
Br -3.077 -0.711 -7.841  -0.25
C -2.255 -0.405 -6.150  -0.05
C -1.368 0.656 -6.007  -0.66
C -0.783 0.888 -4.774  -0.20
C -1.069 0.055 -3.693  -0.16
O -0.493 0.177 -2.540  -0.21
C -2.019 -0.988 -3.835  0.52
C -2.464 -1.731 -2.617  -0.49
N -2.084 -1.314 -1.482  0.09
C -2.248 -1.768 -0.184  0.22
C -2.442 -3.095 0.184  -0.37
C -2.365 -3.473 1.520  -0.83
C -2.139 -2.528 2.501  -0.73
C -2.024 -1.165 2.183  1.33
C -1.871 -0.148 3.177  -1.34
C -1.794 1.192 2.802  -0.52
C -1.799 1.504 1.465  0.20
N -1.880 0.546 0.428  -0.73
C -2.049 -0.772 0.819  0.19
C -2.590 -1.215 -5.082  -0.76
H -1.132 1.286 -6.853  0.41
H -0.103 1.716 -4.623  0.54
H -3.180 -2.554 -2.757  0.31
H -2.584 -3.835 -0.596  0.33
H -2.480 -4.516 1.788  0.39
H -2.045 -2.827 3.538  0.39
H -1.807 -0.432 4.219  0.36
H -1.710 1.975 3.541  0.57
H -0.154 1.206 1.429  0.31
H -3.305 -2.020 -5.206  0.44
C -0.513 3.914 2.339  -1.32
C -1.279 3.123 0.997  -0.19
C -0.120 2.544 0.562  0.25
C 1.095 0.190 0.996  0.63
C 1.241 2.131 2.346  0.62
C 0.735 3.369 2.948  -0.55
N 1.168 -1.043 0.722  -0.14
C 1.549 -2.059 1.586  0.13
C 1.265 -3.376 1.224  -0.10
C 1.593 -4.418 2.075  -0.65
C 2.218 -4.172 3.292  -0.44
C 2.520 -2.864 3.648  -0.78
C 2.185 -1.813 2.810  -0.34
H -1.006 4.788 2.744  0.40
H -1.976 3.651 0.361  0.55
H -0.363 2.381 -1.523  0.16
H 1.745 1.594 3.146  0.24
H 1.212 3.809 3.809  0.47
H 0.782 -3.557 0.272  0.46
H 1.357 -5.436 1.788  0.39
H 2.476 -4.990 3.953  0.38
H 3.023 -2.656 4.586  0.37
H 2.413 -0.791 3.089  0.28
Cl 2.708 0.903 -3.793  -0.16
C 2.900 1.812 -2.313  0.03
C 2.334 1.320 -1.187  -1.46
C 1.962 1.994 0.101  1.74
Cl 0.842 1.621 0.992  -0.55
C 3.090 2.959 0.086  -0.64
Cl 3.894 3.225 1.644  -0.24
C 3.735 3.543 -0.997  0.27
Cl 4.740 4.932 -0.758  -0.23
C 3.610 3.011 -2.270  -0.05
Cl 4.204 3.800 -3.676  -0.21

***

Molecular formula: C31H68N5O3Si
Method: DFT, the ωB97M-V functional and the def2-TZVPD basis

Summary:
Orbital gap ... 7.610 eV
Max |F| ... 1.5 eV/A
Net charge ... +1
LUMO ... -2.2 eV

Each line ends with the Mulliken charge.
Geometry (Å):
C 4.983 -1.965 2.655  -1.45
C 6.099 -2.134 1.630  0.61
C 6.406 -3.627 1.387  -1.54
C 5.872 -1.319 0.353  -1.75
C 4.456 -1.328 -0.232  1.82
C 4.077 -2.742 -0.686  -0.72
C 4.416 -0.329 -1.404  -1.19
O 3.451 0.724 -1.232  -0.37
N 2.175 0.274 -1.146  0.73
C 1.246 0.847 -0.307  -1.44
C 0.070 0.168 -0.482  0.68
C -1.229 0.460 0.182  -1.90
C -1.575 -0.403 1.383  -0.39
O -1.633 -1.780 1.052  -0.37
Si -0.890 -2.807 2.163  0.77
C -0.693 -4.462 1.295  -1.16
C 0.821 -2.213 2.672  -0.87
C -1.961 -3.051 3.680  -0.85
N 0.310 -0.821 -1.447  1.40
C -0.659 -1.780 -1.977  -0.03
C -0.184 -2.515 -3.215  -0.34
O -0.839 -2.426 -4.209  -0.54
N 1.007 -3.231 -3.134  0.32
C 0.932 -4.418 -2.261  -0.88
C 1.587 -3.510 -4.454  -1.21
C 1.586 -0.703 -1.828  -1.36
H 5.185 -2.621 3.498  0.50
H 4.004 -2.235 2.269  0.09
H 4.980 -0.953 3.051  0.34
H 6.989 -1.714 2.094  0.53
H 7.211 -3.977 2.018  0.37
H 5.514 -4.216 1.592  0.39
H 6.642 -3.812 0.344  0.33
H 6.101 -0.280 0.599  0.56
H 6.585 -1.596 -0.422  0.40
H 3.739 -0.972 0.504  -0.02
H 4.903 -3.194 -1.226  0.32
H 3.851 -3.349 0.185  0.14
H 3.197 -2.770 -1.325  -0.14
H 4.298 -0.825 -2.367  0.31
H 5.355 0.206 -1.463  0.55
H 1.456 1.670 0.345  0.62
H -2.020 0.373 -0.563  0.43
H -1.225 1.500 0.492  0.49
H -0.881 -0.181 2.197  0.37
H -2.566 -0.093 1.711  0.39
H -0.854 -5.284 1.980  0.49
H 0.306 -4.495 0.869  0.19
H -1.383 -4.516 0.455  0.30
H 1.294 -1.692 1.838  -0.13
H 1.406 -3.070 2.984  0.50
H 0.732 -1.488 3.477  0.39
H -2.534 -2.162 3.936  -0.06
H -2.659 -3.872 3.556  0.36
H -1.292 -3.270 4.509  0.38
H -0.847 -2.511 -1.193  0.03
H -1.602 -1.303 -2.202  0.57
H 1.517 -5.206 -2.722  0.47
H -0.080 -4.796 -2.155  0.36
H 1.381 -4.241 -1.291  0.11
H 1.359 -2.725 -5.161  0.36
H 2.667 -3.570 -4.336  0.34
H 1.251 -4.463 -4.852  0.41
H 2.121 -1.261 -2.569  0.93
C 1.399 1.697 -4.077  -0.93
C 0.903 2.948 -4.781  -0.68
N -0.233 3.545 -4.110  0.17
C -0.920 4.548 -4.910  -0.68
C -0.153 5.820 -5.286  -1.00
C -0.033 3.874 -2.710  0.15
C 1.129 4.806 -2.343  -1.20
H 0.576 0.991 -3.927  0.27
H 2.167 1.205 -4.678  0.40
H 1.843 1.933 -3.109  0.13
H 0.590 2.672 -5.791  0.51
H 1.747 3.646 -4.899  0.31
H -1.842 4.826 -4.394  0.36
H -1.244 4.058 -5.834  0.43
H -0.030 6.490 -4.436  0.23
H -0.709 6.368 -6.047  0.41
H 0.832 5.599 -5.698  0.28
H 0.101 2.935 -2.159  -0.59
H -0.966 4.291 -2.324  0.52
H 2.058 4.519 -2.836  0.23
H 1.306 4.765 -1.266  0.42
H 0.918 5.844 -2.591  0.34
C -7.721 3.454 4.523  -1.43
C -6.679 2.403 4.873  -0.34
N -6.262 1.614 3.727  0.13
C -5.520 0.420 4.082  -0.76
C -4.162 0.592 4.776  -0.73
C -5.752 2.366 2.597  -0.74
C -4.552 3.296 2.827  -0.88
H -8.568 3.003 4.006  0.34
H -8.090 3.924 5.435  0.44
H -7.313 4.245 3.892  0.29
H -7.117 1.719 5.603  0.45
H -5.832 2.895 5.378  0.27
H -5.386 -0.183 3.179  0.33
H -6.159 -0.182 4.735  0.41
H -3.395 0.945 4.085  0.00
H -3.826 -0.373 5.163  0.30
H -4.217 1.281 5.619  0.38
H -6.571 2.966 2.194  0.38
H -5.510 1.657 1.800  0.34
H -4.680 3.919 3.713  0.28
H -4.442 3.967 1.973  0.38
H -3.616 2.747 2.929  0.16

***

Molecular formula: C24H25NO5
Method: DFT, the ωB97M-V functional and the def2-TZVPD basis

Summary:
SMILES string ... COc1ccc(CN(C)C(=O)c2cccc(Oc3ccccc3)c2)c(OC)c1OC
Relative energy (zero: lowest compared OMol25 entry of this formula, charge and spin) ... 73.7 kcal per mole
Orbital gap ... 8.979 eV
Max |F| ... 0.7 eV/A
Net charge ... 0
LUMO ... 0.7 eV

Each line ends with the natural charge from an NBO analysis.
Geometry (Å):
C -0.296 1.119 6.424  -0.25
O 0.314 0.087 5.689  -0.50
C 0.575 0.296 4.364  0.26
C 0.221 1.443 3.675  -0.33
C 0.554 1.577 2.337  -0.22
C 1.242 0.586 1.674  -0.02
C 1.627 0.690 0.215  -0.25
N 1.231 1.928 -0.407  -0.43
C 2.140 3.043 -0.266  -0.42
C 0.067 2.094 -1.075  0.67
O -0.261 3.154 -1.578  -0.62
C -0.802 0.876 -1.196  -0.10
C -1.575 0.422 -0.134  -0.23
C -2.404 -0.672 -0.311  -0.19
C -2.486 -1.303 -1.537  -0.28
C -1.733 -0.833 -2.610  0.38
O -1.817 -1.532 -3.782  -0.50
C -1.659 -0.896 -4.988  0.28
C -1.118 -1.646 -6.027  -0.26
C -0.993 -1.091 -7.286  -0.19
C -1.401 0.212 -7.518  -0.23
C -1.949 0.953 -6.485  -0.21
C -2.085 0.407 -5.222  -0.24
C -0.884 0.254 -2.433  -0.28
C 1.596 -0.594 2.354  0.25
O 2.274 -1.481 1.575  -0.50
C 2.669 -2.747 2.055  -0.24
C 1.255 -0.746 3.700  0.22
O 1.631 -1.882 4.396  -0.53
C 0.577 -2.671 4.912  -0.25
H -0.360 0.750 7.447  0.20
H 0.305 2.033 6.407  0.18
H -1.303 1.338 6.054  0.18
H -0.307 2.243 4.167  0.22
H 0.265 2.475 1.814  0.22
H 1.185 -0.153 -0.324  0.24
H 2.715 0.590 0.132  0.22
H 2.376 3.215 0.785  0.20
H 1.658 3.924 -0.686  0.25
H 3.067 2.846 -0.811  0.20
H -1.524 0.917 0.823  0.22
H -2.999 -1.033 0.515  0.22
H -3.128 -2.156 -1.687  0.23
H -0.807 -2.660 -5.829  0.22
H -0.570 -1.678 -8.088  0.21
H -1.297 0.646 -8.501  0.21
H -2.279 1.966 -6.660  0.22
H -2.525 0.984 -4.422  0.22
H -0.282 0.614 -3.255  0.24
H 3.220 -3.199 1.230  0.19
H 1.807 -3.375 2.296  0.17
H 3.314 -2.666 2.931  0.19
H -0.112 -2.977 4.117  0.17
H 1.053 -3.552 5.339  0.19
H 0.019 -2.144 5.689  0.20